(1)
Here is an isolated ion of composition C7H7N2Se and charge +1 from the OMol25 dataset. Energies are from the ωB97M-V functional and the def2-TZVPD basis.

Output
**Frontier orbital gap**: 7.51 eV
**Total charge**: +1
**E_HOMO**: -13.284 eV
**DFT total energy**: -75685.6264 eV
**Maximum force**: 4.07 eV/Å
**Relative energy (zero: lowest compared OMol25 entry of this formula, charge and spin)**: 52.19 kJ/mol

Geometry as XYZ:
```
17
Properties=species:S:1:pos:R:3:forces:R:3
C 2.807529 0.665570 -1.151696 -0.17 -2.04 2.28
H -2.177215 -2.926291 0.397414 0.69 -0.53 -0.17
H 2.197847 0.206495 -1.832147 -2.49 -0.29 -1.69
H 2.761695 1.677018 -0.958580 0.30 2.10 -0.51
H -2.624567 0.973533 1.418765 0.27 0.53 0.13
N 0.946251 -2.382594 -0.075561 2.45 -1.29 0.44
C 0.563130 0.148273 0.744402 -1.41 -1.55 -0.48
H -0.193607 1.891122 1.347005 -0.59 0.79 0.56
H 3.685017 0.143997 -1.390594 2.04 0.15 0.30
Se 2.277703 -0.000387 0.675183 1.71 0.19 -0.01
C -0.203260 -1.994881 0.169052 -2.30 3.11 1.26
N 2.096487 -2.265902 -0.001467 -0.50 -0.58 -0.97
C -0.463593 0.877460 1.159275 0.31 -1.16 -0.74
H -3.394068 -1.072409 0.838708 2.25 0.44 0.16
C -1.788681 0.338181 1.165115 -1.38 -0.37 -0.32
C -2.242862 -0.907961 0.817591 -2.02 0.82 0.67
C -1.519940 -2.066509 0.475641 0.83 -0.33 -0.92
```
Forces are in eV/Å.

(2)
Here is C7H7N3O as an isolated structure from the OMol25 dataset. Energies are from the ωB97M-V functional and the def2-TZVPD basis.

Output
**Frontier orbital gap**: 8.36 eV
**Total charge**: 0
**E_HOMO**: -8.118 eV
**DFT total energy**: -13884.7224 eV
**Maximum force**: 12.51 eV/Å
**Relative energy (zero: lowest compared OMol25 entry of this formula, charge and spin)**: 604.18 kJ/mol

Geometry as XYZ:
```
18
Properties=species:S:1:pos:R:3:forces:R:3
C -1.339987 -0.372624 -0.811304 -3.69 1.91 -2.81
N -1.226997 -1.234890 0.182021 -4.47 -2.68 3.92
O -0.043320 -2.236919 1.925563 -0.06 1.49 -0.02
C 2.036843 -0.159197 1.276832 -1.31 -1.29 5.00
C 0.585143 -0.069681 0.882600 3.15 -9.01 8.09
H -3.408631 -0.283704 -0.802067 2.40 -0.74 -3.52
C 0.409222 0.719507 -0.075273 1.16 4.40 -4.73
H -0.761375 1.628512 -1.758453 -0.06 -1.76 0.76
N 1.605150 1.333781 -0.073202 3.85 6.41 -8.53
H -2.429262 -1.562409 0.503737 5.28 0.47 -1.31
H -2.485582 -0.289858 -2.615158 -1.13 -0.55 4.04
N -2.584892 -0.640923 -1.530737 -0.69 1.60 -0.45
H 2.301484 -0.622820 2.289715 -0.17 0.30 -1.91
H 3.476626 1.682863 0.935126 -1.40 -2.76 -0.63
C -0.615089 0.744921 -1.065554 0.71 0.45 0.41
C 2.657802 0.853705 0.705882 -0.15 3.20 -0.47
H 2.003208 1.764114 -1.197334 -1.90 -1.34 4.59
C -0.180344 -1.254378 1.227607 -1.52 -0.11 -2.42
```
Forces are in eV/Å.

(3)
Here is one molecule with the formula C7H7N3O from the OMol25 dataset. Energies are from the ωB97M-V functional and the def2-TZVPD basis.

Output
**Frontier orbital gap (alpha / beta)**: 6.79 / 6.76 eV
**Total charge**: 0
**E_HOMO (alpha / beta)**: -6.358 / -9.825 eV
**2S+1**: 3
**DFT total energy**: -13885.3547 eV
**Maximum force**: 7.82 eV/Å
**Relative energy (zero: lowest compared OMol25 entry of this formula, charge and spin)**: 0.00 kJ/mol

Geometry as XYZ:
```
18
Properties=species:S:1:pos:R:3:forces:R:3
C -0.109702 -0.139317 -0.276258 -0.96 0.78 3.08
C 1.202243 -1.951241 0.342174 -2.40 0.69 -0.54
H -0.047577 -0.030347 2.128041 -0.58 0.87 0.16
H 0.045352 0.692751 -2.105241 0.14 0.01 -1.07
N -1.322767 1.749246 -0.841790 -1.02 2.57 -2.44
O -0.465323 0.831407 2.482944 0.22 -1.30 -0.50
N -1.933739 2.387136 1.632950 -0.72 0.41 -3.64
H 1.647535 -0.903575 -2.892900 0.58 -1.25 -0.43
N 0.281857 -1.024828 0.655453 0.29 0.08 1.12
C -0.938725 1.043072 0.096343 3.49 -6.22 3.20
C 0.326244 -0.179346 -1.553679 2.01 -1.51 -1.39
H 1.371791 -2.822529 0.928091 0.15 0.07 1.46
C 1.260822 -1.166660 -1.924575 -0.97 1.83 1.11
H -1.835605 2.566057 -0.732578 -1.58 1.88 -0.58
C -1.162351 1.412777 1.502044 1.07 -0.22 -0.59
H 2.193908 -3.002280 -1.029671 0.88 -0.17 -0.93
C 1.669502 -2.082795 -0.915650 0.12 0.38 -2.22
H -2.183463 2.620470 2.504301 -0.73 1.12 4.21
```
Forces are in eV/Å.

(4)
Here is a 2-piece molecular cluster, C7H7N3O3 overall from the OMol25 dataset. Energies are from the ωB97M-V functional and the def2-TZVPD basis.

Output
**Frontier orbital gap (alpha / beta)**: 7.70 / 7.70 eV
**Total charge**: 0
**E_HOMO (alpha / beta)**: -7.117 / -7.116 eV
**DFT total energy**: -17980.6090 eV
**Maximum force**: 3.65 eV/Å
**Relative energy (zero: lowest compared OMol25 entry of this formula, charge and spin)**: 360.65 kJ/mol

Geometry as XYZ:
```
20
Properties=species:S:1:pos:R:3:forces:R:3
C -0.449970 -0.232999 -0.063162 -1.50 3.17 -0.35
H -3.120551 -1.573589 1.351316 -0.12 -0.06 0.09
C 3.047621 -0.207694 -0.874923 -0.67 -0.08 -0.10
C 1.799882 -0.577981 -1.257537 0.34 0.19 0.36
C -2.299048 -1.173217 0.789618 0.72 0.35 -0.04
H 0.587520 2.064023 0.955758 -0.06 0.16 -0.14
O 3.008795 0.410152 0.310872 0.49 -0.04 -0.27
H -1.493145 -0.125117 -1.821783 -0.20 0.01 0.41
C -0.867992 1.876471 -0.378062 0.32 -3.62 -0.38
C -1.179181 -0.546746 1.162775 -0.33 -0.48 -0.18
H 1.479636 -1.091134 -2.137626 0.00 -0.14 -0.23
H -0.119821 3.587720 0.459498 -0.11 -0.12 -0.08
O -2.391059 -1.348477 -0.551901 -0.42 -0.07 -0.18
H 4.014321 -0.317716 -1.323722 0.19 0.00 -0.05
N 1.716383 0.449937 0.746681 -0.90 -0.32 0.21
O -1.685625 2.031368 -1.234828 0.00 0.56 0.18
N -0.132693 2.573812 0.441006 0.29 0.91 0.56
N -1.192692 -0.821198 -1.128351 0.55 -0.28 -0.12
H -0.850236 -0.285459 2.144779 0.00 0.00 0.30
C 0.976668 -0.143110 -0.175487 1.41 -0.14 0.00
```
Forces are in eV/Å.

(5)
Here is one molecule with the formula C7H7N4PS from the OMol25 dataset. Energies are from the ωB97M-V functional and the def2-TZVPD basis.

Output
**Frontier orbital gap**: 8.65 eV
**Total charge**: 0
**E_HOMO**: -8.830 eV
**DFT total energy**: -33454.6716 eV
**Maximum force**: 6.03 eV/Å
**Relative energy (zero: lowest compared OMol25 entry of this formula, charge and spin)**: 0.00 kJ/mol
**SMILES**: C=Pn1ncc2c(SC)ncnc21

Geometry as XYZ:
```
20
Properties=species:S:1:pos:R:3:forces:R:3
N -0.039439 1.224078 2.482342 1.90 0.21 -0.88
C -1.165060 0.353497 0.739900 -0.32 0.71 -0.15
H 1.464504 -2.702570 -2.496812 0.21 -0.22 -1.00
S 2.078126 -0.882449 -1.237142 -1.04 0.24 -0.14
H -2.614306 -0.944119 -1.742761 -1.36 -1.00 -1.76
H -1.061204 2.982827 3.825937 1.65 0.62 0.61
C -1.824701 -0.698293 -1.133129 1.34 1.08 1.83
H 0.704240 -1.269949 -3.070894 -3.33 1.54 -1.35
C 0.398201 -0.588025 -0.687417 2.70 0.25 0.25
C -2.029283 2.641660 3.984584 -0.43 -2.15 -3.29
N -1.278651 1.089260 1.942511 0.91 -1.17 -1.44
H 1.922716 0.745800 1.729283 0.83 0.32 0.91
N -0.566929 -1.016372 -1.433118 -0.71 -0.47 -0.77
C 0.872273 0.750094 1.635030 -2.23 -0.49 -0.68
H -2.672085 2.815586 4.758148 -1.33 1.12 1.98
C 1.576740 -1.667406 -2.808516 6.00 -0.52 0.45
P -2.675034 1.626633 2.829913 -0.31 -0.10 0.67
C 0.230351 0.150325 0.488759 -3.16 0.41 1.11
H 2.454189 -1.357224 -3.554368 -1.98 -1.34 1.47
N -2.194476 -0.003766 -0.096409 0.67 0.96 2.19
```
Forces are in eV/Å.

(6)
Here is C7H7N5NiOS as an isolated structure from the OMol25 dataset. Energies are from the ωB97M-V functional and the def2-TZVPD basis.

Output
**Frontier orbital gap (alpha / beta)**: 5.31 / 5.37 eV
**Total charge**: +2
**E_HOMO (alpha / beta)**: -16.172 / -16.174 eV
**DFT total energy**: -68729.1049 eV
**Maximum force**: 0.14 eV/Å
**Relative energy (zero: lowest compared OMol25 entry of this formula, charge and spin)**: 0.00 kJ/mol

Geometry as XYZ:
```
22
Properties=species:S:1:pos:R:3:forces:R:3
C -1.712101 -2.186899 -0.340930 0.02 0.01 0.01
N 0.142160 -0.789115 -0.908488 0.00 0.01 -0.05
H -0.126464 -3.264927 -3.136369 0.00 0.00 0.00
Ni 1.020470 0.829111 -0.340271 0.09 -0.03 0.08
H 1.206286 4.530973 2.501790 0.00 0.00 0.01
H -2.042533 -3.861880 -1.652271 0.00 0.00 0.00
H -0.147599 3.872921 3.357201 0.00 0.00 0.00
C -1.430711 -2.994337 -1.443753 0.00 -0.01 -0.01
N -0.308967 0.873417 0.974811 0.09 0.07 -0.08
C 0.402935 -1.555504 -1.967683 0.00 0.01 0.01
N -0.421147 1.826262 1.919258 -0.03 -0.02 0.04
N 2.657976 0.680457 -0.857060 -0.07 -0.04 0.00
C -0.370024 -2.669934 -2.267667 0.00 0.00 0.00
C 0.459136 2.768555 1.779720 0.03 0.01 -0.02
N 0.523428 3.797780 2.605012 0.01 0.03 0.00
H -2.543089 -2.401663 0.317152 0.00 0.00 0.00
O 3.731189 0.503739 -0.941663 -0.01 0.05 0.00
H -1.888505 -0.213612 1.714255 0.00 0.02 0.00
S 1.631334 2.757529 0.428450 -0.08 -0.07 0.02
H 1.240982 -1.279355 -2.594189 0.00 0.00 0.00
C -0.911872 -1.092098 -0.108219 -0.02 -0.03 -0.01
C -1.112883 -0.131418 0.960912 -0.02 0.00 0.02
```
Forces are in eV/Å.

(7)
Here is one molecule with the formula C7H7NO from the OMol25 dataset. Energies are from the ωB97M-V functional and the def2-TZVPD basis.

Output
**Frontier orbital gap**: 9.31 eV
**Total charge**: 0
**E_HOMO**: -8.459 eV
**DFT total energy**: -10904.6391 eV
**Maximum force**: 5.84 eV/Å
**Relative energy (zero: lowest compared OMol25 entry of this formula, charge and spin)**: 453.42 kJ/mol
**SMILES**: O=C1C[C@@H]2CC3=C(C3)N12

Geometry as XYZ:
```
16
Properties=species:S:1:pos:R:3:forces:R:3
H -0.313797 2.228957 -1.343690 -0.07 0.55 -0.68
H 1.174573 -1.242010 -0.971286 -0.22 -0.84 -2.42
H -1.377982 3.225747 -0.183463 0.86 -0.83 0.02
H -0.902873 -0.578431 -0.877135 -0.02 -1.30 -1.96
C 0.042107 1.641448 0.699408 -2.95 -2.80 0.30
C 0.480155 -0.629346 0.881320 -1.82 -0.55 0.08
N 1.077616 0.687189 1.025678 -0.80 2.30 -0.41
H -1.576843 -1.077557 0.696881 -1.69 -0.97 0.27
C -0.743841 2.318354 -0.355955 -0.31 0.03 -0.58
C -0.932118 -0.465312 0.156927 2.25 1.79 1.46
O 2.939400 1.089829 -0.348734 0.91 0.38 -0.53
H 2.351438 -1.856804 0.429749 -1.80 1.85 -1.80
C -1.116819 0.992502 0.289184 2.43 3.18 2.46
H 0.274946 -1.067308 1.864161 0.57 -0.43 -0.34
C 1.591722 -1.031743 -0.058242 3.36 -2.41 4.13
C 2.108314 0.390492 0.109420 -0.70 0.04 0.01
```
Forces are in eV/Å.